Record 1
DFT (the ωB97M-V functional and the def2-TZVPD basis) results for a cluster of 10 separate species, C4H29NO9S in total.

Geometry as XYZ:
```
44
Properties=species:S:1:pos:R:3
C -0.82 -1.80 -2.16
C 0.31 -1.07 -1.43
C 0.80 -1.75 -0.16
S 1.85 -3.20 -0.43
C -2.12 -1.93 -1.39
N -2.83 -0.64 -1.28
H -0.48 -2.79 -2.47
H -1.03 -1.27 -3.09
H -0.02 -0.06 -1.19
H 1.14 -0.95 -2.14
H -0.02 -2.02 0.49
H 1.41 -1.07 0.42
H 0.97 -3.97 -1.09
H -1.93 -2.34 -0.41
H -2.78 -2.62 -1.90
H -2.26 0.08 -0.87
H -3.63 -0.76 -0.68
H -1.28 3.62 0.02
H -0.50 2.87 -1.08
O -0.92 2.76 -0.20
H -1.30 1.82 -5.52
H -2.13 1.40 -4.27
O -1.43 2.02 -4.59
H 3.86 0.31 4.99
H 2.46 -0.22 4.54
O 2.96 0.61 4.77
H -0.52 2.02 1.41
H 0.54 2.06 2.55
O -0.33 1.66 2.30
H -1.39 -0.85 3.68
H -0.60 0.06 2.69
O -0.75 -0.88 2.96
H 0.75 -1.40 3.68
H 2.05 -2.21 3.36
O 1.61 -1.70 4.06
H 2.52 1.94 3.68
H 2.85 2.59 2.31
O 2.21 2.64 3.04
H -3.16 -0.79 -4.36
H -3.26 -0.03 -3.01
O -3.34 0.09 -3.99
H 1.10 2.77 -2.91
H -0.38 2.67 -3.35
O 0.22 3.03 -2.65
```

As for the SMILES: NCCCCS.O.O.O.O.O.O.O.O.O. For the largest force on an atom, the calculation gives 0.67 eV/Å. The HOMO-LUMO gap comes out at 9.62 eV. For the relative energy (zero: lowest compared OMol25 entry of this formula, charge and spin), the calculation gives 0.0 kcal/mol. The charge is 0. For the LUMO energy, the calculation gives 0.419 eV.

Now the Löwdin charges, all in e:
1. C -0.2088
2. C -0.2650
3. C -0.5755
4. S 0.7058
5. C -0.2537
6. N 0.0052
7. H 0.0997
8. H 0.0965
9. H 0.0964
10. H 0.1054
11. H 0.0492
12. H 0.0650
13. H -0.1591
14. H 0.0967
15. H 0.1105
16. H 0.0735
17. H 0.0834
18. H 0.0571
19. H -0.0002
20. O -0.0722
21. H 0.0601
22. H 0.0145
23. O -0.0684
24. H 0.0619
25. H 0.0166
26. O -0.0816
27. H 0.0059
28. H 0.0253
29. O -0.0804
30. H 0.0614
31. H 0.0055
32. O -0.0850
33. H 0.0083
34. H 0.0543
35. O -0.0741
36. H 0.0153
37. H 0.0514
38. O -0.0782
39. H 0.0542
40. H 0.0159
41. O -0.0941
42. H 0.0534
43. H 0.0123
44. O -0.0645



Record 2
DFT (the ωB97M-V functional and the def2-TZVPD basis) results for the molecule C4H2Br2N2O5 in a non-equilibrium geometry.

Geometry as XYZ:
```
15
Properties=species:S:1:pos:R:3
C 0.01 1.15 0.40
C 0.00 -0.55 -1.06
C -1.13 0.23 -0.31
C 1.04 0.31 -0.34
N -1.85 -0.52 0.77
N 1.89 -0.49 0.65
O 0.02 2.08 1.06
O -2.93 -0.15 1.02
O -1.19 -1.33 1.30
O 2.52 0.17 1.43
O 1.82 -1.66 0.51
Br -2.42 1.34 -1.38
Br 2.17 1.43 -1.38
H -0.08 -1.65 -0.63
H 0.14 -0.37 -2.05
```

As for the SMILES: O=C1[C@@](Br)([N+](=O)[O-])C[C@@]1(Br)[N+](=O)[O-]. For the largest force on an atom, the calculation gives 4.53 eV/Å. The HOMO-LUMO gap comes out at 9.30 eV. For the relative energy (zero: lowest compared OMol25 entry of this formula, charge and spin), the calculation gives 24.9 kcal/mol. The charge is 0. For the LUMO energy, the calculation gives -1.363 eV.

Now the Löwdin charges, all in e:
1. C -0.4155
2. C -0.0886
3. C -0.5518
4. C -0.6995
5. N -0.4428
6. N -0.4101
7. O 0.2274
8. O 0.0928
9. O 0.1252
10. O 0.1083
11. O 0.1224
12. Br 0.7774
13. Br 0.9110
14. H 0.1736
15. H 0.0702



Record 3
DFT (the ωB97M-V functional and the def2-TZVPD basis) results for a cluster of 2 separate species, C4H2Br2Si in total in a non-equilibrium geometry.

Geometry as XYZ:
```
9
Properties=species:S:1:pos:R:3
C -1.25 -0.71 -2.28
C 0.73 0.29 2.63
C -1.41 -0.53 -1.11
C -0.21 0.07 1.89
Si -1.57 -0.24 0.72
Br -3.47 0.86 1.26
Br -1.54 -3.53 0.82
H -1.55 -1.00 -3.23
H 1.46 0.74 3.34
```

For the largest force on an atom, the calculation gives 3.73 eV/Å. The HOMO-LUMO gap comes out at 6.67 eV. For the relative energy (zero: lowest compared OMol25 entry of this formula, charge and spin), the calculation gives 64.7 kcal/mol. The charge is 0. For the LUMO energy, the calculation gives -2.168 eV.

Now the Löwdin charges, all in e:
1. C 0.0612
2. C 0.0730
3. C -0.2898
4. C -0.2698
5. Si 0.2568
6. Br 0.3664
7. Br -0.3061
8. H 0.0348
9. H 0.0736